Molecular formula: C12H20ClF3NO4
Method: DFT, ωB97M-V/def2-TZVPD

Positions of all 41 atoms, in Å:
C (-1.24, -3.77, 1.20)
C (-0.86, -2.31, 1.06)
O (-0.93, -1.63, 2.33)
C (-1.80, -1.58, 0.11)
C (-1.05, -0.70, -0.89)
C (-0.23, -1.77, -1.80)
O (1.00, -1.66, -1.78)
O (-0.95, -2.69, -2.20)
N (-0.17, 0.24, -0.16)
C (0.77, 1.04, -0.96)
C (2.23, 0.86, -0.55)
C (3.17, 1.20, -1.68)
O (3.22, 2.60, -1.99)
C (-0.83, 1.06, 0.85)
C (0.16, 1.54, 1.93)
C (0.51, 3.01, 1.80)
Cl (1.11, 3.71, 3.35)
C (-2.09, 0.05, -1.74)
F (-2.98, 0.73, -0.96)
F (-2.83, -0.73, -2.53)
F (-1.52, 0.99, -2.53)
H (-2.30, -3.87, 1.43)
H (-1.02, -4.30, 0.27)
H (-0.67, -4.25, 2.00)
H (0.16, -2.23, 0.68)
H (-0.55, -2.22, 2.99)
H (-2.35, -2.31, -0.49)
H (-2.52, -1.02, 0.70)
H (0.69, 0.77, -2.00)
H (0.50, 2.10, -0.88)
H (2.37, -0.18, -0.26)
H (2.49, 1.50, 0.30)
H (2.87, 0.64, -2.57)
H (4.20, 0.91, -1.44)
H (2.58, 2.77, -2.69)
H (-1.60, 0.48, 1.34)
H (-1.32, 1.93, 0.39)
H (-0.27, 1.36, 2.91)
H (1.06, 0.95, 1.87)
H (1.32, 3.19, 1.10)
H (-0.35, 3.61, 1.51)

The frontier orbital gap is 7.9480 eV. For the highest occupied orbital energy, the calculation gives -5.035 eV. The structure (SMILES) is C[C@H](O)C[C@](C(=O)[O-])(N(CCCO)CCCCl)C(F)(F)F. As for the net charge: -1. The value obtained for the LUMO energy is 2.913 eV.

***

Molecular formula: C12H20CsN5O3
Method: DFT, ωB97M-V/def2-TZVPD

Positions of all 41 atoms, in Å:
Cs (-0.28, 0.86, 2.08)
N (-4.35, -1.08, 3.70)
N (-3.32, -0.24, 4.20)
C (-2.72, 0.65, 3.31)
O (-1.93, 1.50, 3.83)
O (-2.92, 0.49, 2.07)
H (-5.18, -0.53, 3.47)
H (-4.59, -1.71, 4.45)
H (-3.52, 0.22, 5.08)
O (1.54, -0.84, 1.72)
C (1.93, -1.57, 0.83)
C (1.29, -1.57, -0.54)
C (2.32, -0.95, -1.52)
C (3.36, 0.02, -0.91)
C (4.57, -0.64, -0.23)
C (4.30, -1.37, 1.07)
N (3.13, -2.28, 0.92)
H (0.36, -1.00, -0.52)
H (1.05, -2.60, -0.84)
H (1.76, -0.43, -2.30)
H (2.86, -1.75, -2.04)
H (2.87, 0.72, -0.21)
H (3.72, 0.65, -1.72)
H (5.35, 0.11, -0.07)
H (5.01, -1.34, -0.96)
H (4.08, -0.70, 1.89)
H (5.16, -1.97, 1.37)
H (3.25, -2.84, 0.08)
N (-2.56, 2.40, -0.03)
C (-2.31, 1.85, -1.28)
C (-2.77, 2.46, -2.46)
C (-2.48, 1.87, -3.66)
C (-1.74, 0.69, -3.70)
C (-1.32, 0.18, -2.49)
N (-1.57, 0.74, -1.29)
H (-3.24, 3.14, 0.01)
H (-2.66, 1.72, 0.73)
H (-3.36, 3.37, -2.39)
H (-2.84, 2.33, -4.57)
H (-1.49, 0.18, -4.62)
H (-0.74, -0.74, -2.46)

The frontier orbital gap is 8.2693 eV. For the highest occupied orbital energy, the calculation gives -8.110 eV. As for the net charge: 0. The value obtained for the LUMO energy is 0.159 eV.

***

Molecular formula: C12H20CuNO2S4
Method: DFT, ωB97M-V/def2-TZVPD

Positions of all 40 atoms, in Å:
Cu (0.04, -0.29, -0.91)
C (-1.31, 0.70, 1.87)
C (-2.48, 0.37, 0.94)
S (-2.16, 0.48, -0.83)
C (-2.51, 2.23, -1.19)
C (-1.49, 3.29, -0.79)
S (0.10, 3.09, -1.63)
C (1.24, 3.11, -0.23)
C (2.48, 2.27, -0.53)
S (2.23, 0.48, -0.72)
C (2.56, -0.10, 0.96)
C (1.52, 0.26, 2.02)
S (-0.05, -0.60, 1.72)
H (-1.67, 0.76, 2.89)
H (-0.86, 1.65, 1.60)
H (-3.34, 1.00, 1.18)
H (-2.78, -0.67, 1.07)
H (-3.48, 2.46, -0.73)
H (-2.67, 2.25, -2.27)
H (-1.32, 3.27, 0.29)
H (-1.91, 4.27, -1.03)
H (0.72, 2.70, 0.64)
H (1.53, 4.13, 0.00)
H (3.22, 2.42, 0.26)
H (2.94, 2.61, -1.46)
H (3.55, 0.26, 1.26)
H (2.63, -1.18, 0.83)
H (1.35, 1.33, 2.06)
H (1.91, -0.03, 3.00)
O (-2.17, -2.52, -0.49)
C (-1.08, -2.99, -0.78)
C (-0.78, -4.49, -0.85)
C (0.73, -4.54, -1.04)
C (1.14, -3.07, -1.10)
O (2.29, -2.68, -1.15)
N (0.04, -2.27, -1.05)
H (-1.34, -4.91, -1.69)
H (-1.14, -4.98, 0.06)
H (1.04, -5.04, -1.96)
H (1.25, -5.03, -0.22)

The calculation puts the energy above the lowest of the compared OMol25 structures with the same formula, charge and spin at 0.0 kcal/mol. The frontier orbital gap is 8.3636 eV. For the highest occupied orbital energy, the calculation gives -7.989 eV. As for the net charge: 0. The value obtained for the LUMO energy is 0.374 eV.

***

Molecular formula: C12H20F12N2O25S9Sr2Zr
Method: DFT, ωB97M-V/def2-TZVPD

Positions of all 83 atoms, in Å:
Sr (5.58, 12.01, 20.50)
Sr (9.08, 14.67, 23.43)
Zr (6.59, 10.72, 24.91)
S (9.01, 11.97, 25.87)
O (9.74, 11.52, 27.04)
O (9.50, 13.14, 25.18)
O (8.67, 11.00, 24.86)
O (7.57, 12.10, 26.07)
S (5.89, 13.11, 23.55)
O (6.69, 11.94, 23.20)
O (6.85, 14.16, 23.94)
O (4.97, 13.37, 22.47)
O (5.39, 12.40, 24.72)
O (9.58, 12.28, 19.68)
C (9.15, 13.24, 20.54)
O (9.92, 13.99, 21.09)
O (7.99, 13.14, 20.98)
H (8.82, 11.70, 19.56)
O (7.38, 7.66, 21.88)
C (7.17, 8.86, 22.21)
O (7.25, 9.19, 23.41)
O (6.66, 9.52, 21.34)
H (7.02, 7.91, 21.03)
C (4.28, 6.52, 24.76)
F (4.85, 6.59, 23.48)
F (2.98, 6.13, 24.78)
F (4.93, 5.75, 25.60)
S (4.14, 8.34, 25.61)
O (2.78, 8.33, 26.18)
O (5.15, 8.33, 26.65)
N (4.69, 9.69, 24.49)
S (3.34, 9.99, 23.65)
O (3.93, 10.88, 22.68)
O (2.51, 8.79, 23.19)
C (2.06, 10.92, 24.72)
F (1.99, 12.19, 24.24)
F (0.88, 10.30, 24.71)
F (2.48, 10.91, 26.01)
C (3.33, 9.11, 17.60)
F (2.42, 9.74, 16.89)
F (3.07, 7.76, 17.45)
F (4.64, 9.47, 17.25)
S (3.03, 9.66, 19.43)
O (1.53, 9.36, 19.65)
O (3.94, 9.01, 20.37)
N (3.46, 11.32, 19.47)
S (2.09, 12.06, 19.55)
O (1.28, 11.91, 18.39)
O (1.54, 11.92, 20.88)
C (2.62, 13.96, 19.49)
F (3.91, 14.03, 19.98)
F (2.43, 14.35, 18.21)
F (1.76, 14.67, 20.32)
C (3.16, 16.17, 23.62)
S (3.12, 17.98, 23.75)
O (3.70, 18.36, 22.41)
C (1.30, 18.16, 23.53)
H (2.94, 15.85, 22.60)
H (2.39, 15.67, 24.21)
H (4.05, 15.71, 24.05)
H (1.01, 17.84, 22.53)
H (1.08, 19.22, 23.45)
H (0.68, 17.74, 24.33)
C (7.10, 15.12, 27.34)
S (7.81, 16.68, 26.44)
O (8.80, 16.20, 25.39)
C (6.24, 17.20, 25.65)
H (6.47, 14.53, 26.68)
H (6.49, 15.36, 28.20)
H (7.77, 14.45, 27.89)
H (5.42, 17.29, 26.37)
H (6.08, 16.56, 24.79)
H (6.50, 18.13, 25.14)
C (6.63, 11.71, 29.05)
S (5.04, 11.18, 28.16)
O (5.51, 10.76, 26.76)
C (4.81, 9.65, 29.29)
H (6.39, 11.78, 30.12)
H (7.02, 12.67, 28.70)
H (7.38, 10.94, 28.89)
H (5.14, 9.96, 30.28)
H (5.25, 8.69, 29.03)
H (3.75, 9.45, 29.39)

The frontier orbital gap is 8.9845 eV. For the highest occupied orbital energy, the calculation gives -9.608 eV. As for the net charge: 0. The value obtained for the LUMO energy is -0.624 eV.